The following is a quantum chemistry calculation of C24H45NO3P2Y as an isolated structure in a non-equilibrium geometry, from OMol25.

Properties
- Total charge: +1
- Kohn-Sham gap (alpha / beta): 4.79 / 4.79 eV
- Electronic energy: -52859.429 eV

Structure (XYZ):
```
76
Properties=species:S:1:pos:R:3:forces:R:3
Y -0.594477 -0.086840 -0.584835 -4.90 -1.20 9.52
C -2.355586 1.623715 0.762670 -0.17 -0.75 0.13
C -2.955605 0.806668 -0.255146 1.10 -0.70 0.67
C -2.774155 -0.434271 1.704946 0.39 0.40 -0.97
C -2.340105 0.884037 1.982181 -0.02 -0.23 -1.15
C -3.141777 -0.502424 0.329495 0.50 0.87 -0.05
C -1.888755 3.023916 0.618234 0.18 0.76 0.02
H -1.774252 3.286625 -0.444775 -0.10 0.11 0.28
H -0.893595 3.155772 1.091122 -0.52 0.06 -0.16
H -2.597571 3.744424 1.071461 0.39 -0.21 -0.21
C -1.999438 1.425352 3.317496 0.50 0.25 0.68
H -1.255338 2.233129 3.249938 -0.18 -0.20 0.00
H -1.580976 0.657481 3.987820 -0.14 0.23 -0.24
H -2.882260 1.847131 3.835689 0.28 -0.19 -0.32
C -2.812673 -1.546133 2.685305 -0.02 -0.44 0.43
H -3.799365 -1.617140 3.170680 0.27 -0.04 -0.12
H -2.060969 -1.398953 3.473873 -0.25 -0.10 -0.23
H -2.594388 -2.509360 2.204135 -0.11 0.19 0.19
C -3.672912 -1.680159 -0.398136 -0.49 -0.60 -0.27
H -4.681303 -1.487037 -0.801305 0.28 -0.18 0.11
H -3.731829 -2.552860 0.263634 -0.05 0.17 -0.22
H -3.037119 -1.969793 -1.255388 -0.33 -0.13 0.21
C -3.435998 1.280005 -1.581137 -0.47 0.17 -0.31
H -4.410585 1.785160 -1.485743 0.24 -0.05 -0.07
H -3.584684 0.450181 -2.280004 -0.12 0.25 0.09
H -2.751897 2.007081 -2.039367 -0.19 -0.08 0.03
C 1.306322 0.595046 -1.631555 1.80 3.68 -2.54
C 0.296040 1.536155 -1.890109 4.49 1.05 -2.44
C -0.340557 1.689855 -3.263271 -0.37 0.40 0.03
C -1.003286 0.433125 -3.867178 -0.50 -0.14 -0.07
C -1.278903 -0.661373 -2.850185 0.74 -2.52 -2.80
C -0.305784 -1.562555 -2.466397 -1.34 -0.43 -3.70
C 1.031722 -1.520909 -3.168159 0.58 -0.13 0.22
C 1.928229 -0.369105 -2.639449 0.42 -0.31 0.35
H 0.429138 2.025758 -3.972276 0.05 0.04 0.30
H -0.401104 0.041239 -4.708633 -0.15 0.04 0.53
H -1.088557 2.500741 -3.221228 0.42 -0.35 0.07
H 2.307362 0.212219 -3.500457 -0.22 0.01 0.42
H 1.930606 0.768993 -0.737515 -0.67 -0.13 -0.07
H 0.350867 2.486457 -1.312360 -0.45 -0.93 0.59
H 2.810683 -0.825539 -2.152682 -0.43 0.36 -0.19
H 1.564689 -2.480055 -3.055557 -0.33 0.41 0.23
H -0.562766 -2.514492 -1.988107 -0.16 0.44 0.41
H 0.918211 -1.395379 -4.260228 -0.36 -0.04 0.53
H -1.966344 0.733106 -4.313700 0.37 -0.15 0.26
H -2.331639 -0.955782 -2.798834 0.33 0.25 0.96
P 2.255485 3.736640 0.933391 0.13 0.10 0.67
C 1.740020 3.979802 2.700911 -0.35 0.04 -0.33
H 2.512324 4.590370 3.194562 -0.39 -0.33 0.07
H 1.632269 3.002103 3.190544 -0.03 0.31 -0.08
H 0.778274 4.510153 2.714870 0.25 -0.07 0.25
C 3.544536 2.462297 1.284100 -0.02 -0.02 -0.42
H 4.313777 2.911103 1.937106 -0.20 -0.45 -0.24
H 3.973774 2.196219 0.303927 0.22 -0.09 0.45
H 3.088581 1.566579 1.748381 0.28 0.54 -0.20
C 3.366918 5.222347 0.894071 0.07 -0.08 -0.12
H 4.014451 5.244805 0.010506 0.00 -0.17 0.21
H 3.959864 5.149698 1.825046 -0.04 0.37 -0.60
H 2.799278 6.161405 0.869902 0.01 -0.28 0.20
P 1.268225 -4.062236 0.147280 -0.08 0.60 0.24
C 0.470859 -5.662351 -0.190010 -0.51 0.19 -0.43
H 1.244231 -6.423602 -0.352205 -0.45 -0.03 0.14
H -0.138499 -5.524487 -1.088869 0.07 -0.45 0.00
H -0.205050 -5.918327 0.629610 0.12 -0.12 -0.10
C 2.867395 -4.408078 -0.643764 0.12 0.16 -0.32
H 2.819000 -4.095033 -1.691370 0.20 -0.35 0.00
H 3.035564 -5.490618 -0.549878 0.45 0.44 -0.18
H 3.652042 -3.819075 -0.158485 -0.02 -0.23 -0.08
C 1.770518 -4.361702 1.868342 -0.14 0.25 0.30
H 1.931463 -5.440988 1.986187 0.11 0.30 0.25
H 0.989897 -3.989968 2.539358 0.14 -0.28 0.01
H 2.677125 -3.790082 2.092101 -0.11 -0.20 0.03
O 0.498571 -1.446791 2.240110 0.72 2.51 -0.26
N 0.926318 -0.256923 2.287107 -0.02 0.20 0.35
O 1.540689 0.247495 3.235898 -1.27 -1.20 -1.92
O 0.684762 0.546006 1.216337 0.44 -1.54 1.02
```
Positions in Å, forces in eV/Å.

The following is a quantum chemistry calculation of a 4-piece molecular cluster, C8H12N4 overall, from OMol25.

Properties
- SMILES: CC#N.CC#N.CC#N.CC#N
- Kohn-Sham gap: 12.07 eV
- Electronic energy: -14449.925 eV

Structure (XYZ):
```
24
Properties=species:S:1:pos:R:3:forces:R:3
C -0.534191 -3.727252 0.270175 0.80 0.32 -0.20
C 0.892219 -3.802720 -0.088098 -0.10 -0.08 -0.01
N 2.004910 -3.837959 -0.374131 -0.21 0.00 0.06
H -1.106377 -3.609515 -0.645989 -0.16 -0.09 0.05
H -0.655521 -2.821032 0.860614 -0.24 -0.10 0.07
H -0.827600 -4.616082 0.817458 -0.10 -0.03 0.03
C -0.494188 -0.562859 -3.328310 -0.38 0.22 0.04
C -1.012086 0.804431 -3.269502 0.25 -0.08 0.05
N -1.427807 1.870873 -3.188490 -0.04 0.05 -0.01
H -0.534704 -0.922567 -4.353279 0.03 -0.07 0.00
H -1.138135 -1.156946 -2.682277 0.12 -0.18 -0.07
H 0.522467 -0.612008 -2.949465 0.04 0.06 0.01
C 2.996429 2.352835 3.053327 -0.61 0.42 -0.13
C 1.550902 2.216513 2.839223 0.41 -0.11 0.04
N 0.422908 2.110327 2.670144 -0.19 0.01 -0.03
H 3.147807 2.841696 4.013079 0.16 -0.15 0.08
H 3.385862 3.010456 2.277389 0.14 -0.12 -0.02
H 3.475723 1.382126 3.011845 0.10 -0.05 0.05
C -1.908404 1.980812 0.272808 0.10 0.14 -0.29
C -1.570546 0.587043 0.018586 0.20 -0.16 -0.02
N -1.259401 -0.497748 -0.203787 -0.17 0.21 0.09
H -1.021727 2.504323 0.621987 0.00 -0.08 0.15
H -2.690599 2.060978 1.021714 -0.03 -0.02 0.02
H -2.217941 2.444275 -0.665022 -0.12 -0.09 0.04
```
Positions in Å, forces in eV/Å.

The following is a quantum chemistry calculation of a 2-piece molecular cluster, C6H6O2 overall in a non-equilibrium geometry, from OMol25.

Properties
- SMILES: C=CC#CC.O=C=O
- Kohn-Sham gap: 9.71 eV
- Electronic energy: -10411.762 eV

Structure (XYZ):
```
14
Properties=species:S:1:pos:R:3:forces:R:3
C 0.829977 2.516662 -0.221862 1.37 0.25 1.90
C -0.245174 1.803645 0.183080 1.33 -0.56 -2.09
C -0.290206 0.388303 0.122918 1.38 0.03 1.27
C -0.155814 -0.785542 0.337215 -0.67 1.11 -0.85
C -0.450048 -2.166154 0.381966 1.34 -1.03 2.94
H 0.761045 3.613435 -0.205462 -0.02 -0.48 -0.24
H 1.941475 2.128343 -0.176647 -2.64 0.37 -0.60
H -1.248772 2.119425 0.263075 -0.77 1.53 0.23
H -0.056908 -2.548654 1.416612 -1.00 0.12 -1.97
H -0.005160 -2.683484 -0.414659 1.03 -0.94 -0.91
H -1.487921 -2.280087 0.239575 -1.38 -0.39 0.39
O -1.457910 -0.148894 -2.856506 -1.89 -0.02 0.40
C -0.330178 0.034388 -2.806391 1.11 -0.33 -0.83
O 0.812587 0.144482 -2.910589 0.81 0.35 0.37
```
Positions in Å, forces in eV/Å.

The following is a quantum chemistry calculation of a 7-piece molecular cluster, C45H49N7O18P2 overall in a non-equilibrium geometry, from OMol25.

Properties
- SMILES: C[C@@H]1OC(=O)O[C@]1(CCCCCN)PP(=O)(O)O.O=[N+]([O-])c1ccccc1.O=[N+]([O-])c1ccccc1.O=[N+]([O-])c1ccccc1.O=[N+]([O-])c1ccccc1.O=[N+]([O-])c1ccccc1.O=[N+]([O-])c1ccccc1
- Kohn-Sham gap: 8.32 eV
- Electronic energy: -113306.175 eV

Structure (XYZ):
```
121
Properties=species:S:1:pos:R:3:forces:R:3
C -4.581767 -1.569263 4.016082 -0.38 -0.17 -0.65
C -5.717709 -0.543757 4.513812 0.97 0.52 -0.87
O -6.865749 -1.090475 5.250937 -1.57 1.21 -0.41
C -8.031218 -0.272715 4.987437 -0.47 -0.56 0.46
O -9.217503 -0.528878 5.242294 5.21 1.23 -0.80
O -7.499824 0.897418 4.300016 -1.62 -2.25 0.32
C -6.513551 0.300641 3.416912 2.28 1.65 0.41
C -5.565350 1.444634 2.819382 -0.67 0.36 0.66
C -6.319765 2.594915 1.994206 0.60 0.75 -0.58
C -5.147026 3.408551 1.192192 0.12 -1.18 0.90
C -4.758823 2.546462 -0.105718 0.05 0.54 0.02
C -3.294709 2.839241 -0.690446 -0.66 -0.51 -0.87
N -2.176629 2.461291 0.244138 -0.61 1.00 -0.11
P -7.558653 -0.787281 2.262085 -0.46 -0.73 0.25
P -6.709029 -0.944257 0.267588 2.14 -0.92 -3.23
O -5.222689 -1.327673 0.225451 -3.42 1.26 0.48
O -7.553096 -2.239524 -0.510692 -0.05 3.14 1.70
O -7.078816 0.443079 -0.694117 0.87 -2.63 1.22
H -4.674254 -2.618283 4.463729 -0.04 1.59 -0.61
H -4.611847 -1.660254 2.862860 -0.09 0.00 1.84
H -3.522512 -1.183072 4.259723 -1.94 -0.46 -0.19
H -5.089910 0.222084 5.112133 -1.73 -0.98 -0.42
H -5.072416 1.971544 3.724258 -0.78 -0.90 -1.31
H -4.708994 0.951285 2.238450 -1.40 0.61 0.58
H -6.907341 3.326631 2.670135 1.06 -1.40 -0.82
H -7.063905 2.205520 1.217865 1.04 0.27 1.12
H -4.256257 3.424777 1.934263 -1.26 0.18 -1.28
H -5.426647 4.493122 0.981862 0.29 -1.54 0.03
H -4.811285 1.431086 0.139287 0.10 1.51 -0.22
H -5.585256 2.752455 -0.889188 1.51 -0.35 1.03
H -3.233604 3.928284 -1.030825 0.01 -1.36 0.56
H -3.147544 2.181484 -1.630116 -0.43 1.12 1.31
H -1.549934 3.276586 0.347583 -0.57 -0.79 0.19
H -2.540955 2.204047 1.170819 0.27 0.33 -0.57
H -8.822214 -0.082912 2.122756 1.12 0.05 -0.21
H -8.499613 -1.943566 -0.523434 0.85 -0.60 -0.24
H -6.405376 0.411078 -1.412721 -0.50 0.14 0.42
O -0.405242 -3.554954 3.173603 -0.46 0.25 -0.31
N -1.271443 -3.082469 2.450268 0.04 -0.08 0.35
O -2.369628 -2.708628 2.838024 0.69 -0.29 -0.15
C -0.979000 -2.958756 1.020934 0.15 0.09 -0.88
C 0.245697 -3.405411 0.527072 0.11 -0.08 0.02
C 0.507982 -3.307286 -0.834860 -0.24 0.03 0.06
C -0.445223 -2.763052 -1.691457 -0.05 -0.02 0.09
C -1.662446 -2.309108 -1.190608 0.17 -0.12 0.10
C -1.935035 -2.405779 0.169682 -0.12 0.04 0.15
H 0.996722 -3.831012 1.183421 -0.23 0.09 0.06
H 1.455504 -3.657620 -1.230719 -0.08 0.09 0.10
H -0.238529 -2.692982 -2.755573 0.01 0.04 0.12
H -2.399956 -1.883326 -1.862170 0.07 -0.01 0.16
H -2.889179 -2.051089 0.546376 0.13 -0.10 0.05
O 1.416355 0.616198 -1.027457 0.44 -0.30 0.48
N 2.094003 0.115547 -0.142573 -0.14 -0.36 -0.59
O 2.596902 -1.002213 -0.201332 -0.20 0.66 0.04
C 2.316922 0.900675 1.072687 0.11 0.47 0.76
C 1.732539 2.160969 1.196713 -0.06 0.04 -0.09
C 1.927835 2.892785 2.362927 0.12 -0.22 -0.03
C 2.703631 2.370445 3.391942 0.03 0.02 0.05
C 3.293083 1.117658 3.259967 -0.14 0.10 -0.20
C 3.101688 0.376060 2.098812 0.04 -0.08 0.00
H 1.124997 2.581340 0.402783 0.10 -0.28 -0.01
H 1.471708 3.871518 2.471353 0.03 -0.12 -0.04
H 2.848936 2.943288 4.303169 -0.04 -0.04 -0.11
H 3.899848 0.716816 4.065078 -0.06 0.01 -0.13
H 3.565301 -0.600538 2.011971 -0.17 0.12 -0.18
O 0.731059 7.220556 3.891898 0.54 -0.29 0.18
N 1.769250 6.702983 4.278344 -0.53 -0.16 0.16
O 1.824115 5.754601 5.049219 -0.01 0.38 -0.39
C 3.032812 7.258751 3.788389 0.74 0.34 -0.27
C 3.014506 8.362666 2.937686 -0.07 0.06 -0.04
C 4.217347 8.901525 2.494000 0.04 -0.21 0.16
C 5.424480 8.336762 2.895386 -0.03 -0.02 0.02
C 5.435791 7.228123 3.736731 -0.20 0.14 -0.09
C 4.237948 6.684171 4.187796 0.03 -0.07 0.06
H 2.080887 8.811940 2.617668 0.03 -0.20 0.17
H 4.214599 9.764787 1.836794 -0.05 -0.11 0.08
H 6.361755 8.763620 2.551318 -0.12 -0.06 0.03
H 6.379619 6.790301 4.043870 -0.15 0.01 -0.03
H 4.260525 5.822200 4.845499 -0.20 0.14 -0.09
O -2.913777 -1.060421 -4.009519 -0.04 -0.03 -0.60
N -2.970766 -1.159141 -5.227436 -0.09 0.58 0.18
O -3.219189 -0.233219 -5.985256 0.12 -0.48 0.39
C -2.729269 -2.478312 -5.816440 0.14 -0.80 -0.33
C -2.479411 -3.567863 -4.983657 0.00 0.01 0.09
C -2.274285 -4.823131 -5.546131 -0.04 0.17 -0.19
C -2.314862 -4.982789 -6.928106 -0.01 0.04 0.01
C -2.554636 -3.888867 -7.754737 0.01 -0.01 0.28
C -2.763711 -2.630218 -7.201082 -0.03 0.06 -0.09
H -2.445311 -3.456994 -3.905199 -0.07 0.16 -0.17
H -2.085536 -5.679080 -4.906643 -0.02 0.14 -0.03
H -2.159752 -5.965438 -7.363423 -0.01 0.12 0.05
H -2.582214 -4.018800 -8.831460 0.00 0.07 0.13
H -2.952643 -1.786597 -7.855863 0.01 0.00 0.27
O 7.430028 2.325293 1.045762 -0.39 0.03 -0.49
N 6.679646 2.374144 0.080628 -0.13 0.54 0.38
O 5.866285 3.268045 -0.120574 0.52 -0.58 0.12
C 6.756662 1.285421 -0.898690 0.04 -0.62 -0.51
C 7.643069 0.230993 -0.685415 0.05 -0.04 0.09
C 7.695431 -0.812160 -1.604049 -0.19 0.20 -0.06
C 6.871653 -0.794895 -2.725906 0.01 -0.01 0.01
C 5.996875 0.265704 -2.938615 0.15 -0.04 0.17
C 5.935804 1.311139 -2.023708 -0.11 0.08 -0.04
H 8.289807 0.205828 0.184676 -0.18 0.19 -0.06
H 8.376706 -1.641503 -1.444126 -0.06 0.13 0.02
H 6.911145 -1.613960 -3.437968 -0.03 0.10 0.07
H 5.359311 0.275040 -3.816279 0.05 0.02 0.14
H 5.246463 2.129554 -2.200679 0.15 -0.04 0.21
O 4.049626 -3.244278 -4.040946 0.12 -0.54 -0.10
N 4.216072 -4.430093 -4.288005 -0.25 0.36 -0.48
O 3.938322 -4.961167 -5.353543 0.15 0.23 0.54
C 4.782641 -5.271829 -3.231675 0.32 -0.50 0.65
C 5.077444 -4.710550 -1.990140 -0.02 0.11 0.03
C 5.592901 -5.518158 -0.981840 -0.03 -0.15 -0.22
C 5.814240 -6.871944 -1.217675 -0.01 0.01 -0.03
C 5.527399 -7.424046 -2.462914 -0.03 0.26 0.09
C 5.008993 -6.624784 -3.476436 -0.02 -0.07 -0.08
H 4.909347 -3.656876 -1.793570 -0.07 -0.12 -0.21
H 5.819636 -5.092882 -0.009718 -0.05 0.00 -0.14
H 6.211525 -7.500530 -0.426330 -0.04 0.08 -0.10
H 5.704702 -8.479287 -2.641842 -0.04 0.14 -0.03
H 4.786735 -7.067713 -4.441102 -0.04 0.25 0.08
```
Positions in Å, forces in eV/Å.